[1]
DFT (wB97M-V/def2-TZVPD) results for 8 unconnected molecules or ions with the total composition C27H61F30N3OP6 in a non-equilibrium geometry.

molecular weight	1199.59	Da
ΔE to the lowest compared entry with this formula, charge and spin	68.4	kcal/mol
HOMO energy	-5.44	eV

Structure (ORCA input):
```
! wB97M-V def2-TZVPD RIJCOSX def2/J DEFGRID3
* xyz -2 1
C -3.62068 5.24320 0.51357
N -4.72327 4.23352 0.16023
C -4.73008 3.10388 1.26649
C -6.06914 5.03091 0.13162
C -4.26916 3.58555 -1.15674
C -5.18234 2.56127 -1.67358
O -6.59946 2.71869 -1.64556
H -3.73404 6.16349 -0.05941
H -2.67346 4.71861 0.38837
H -3.73607 5.52002 1.56151
H -4.92031 3.48478 2.26989
H -3.84210 2.47226 1.24147
H -5.55829 2.45128 0.99029
H -6.97425 4.48712 0.40214
H -6.18740 5.73183 -0.69472
H -5.89347 5.78856 0.89529
H -3.19867 3.38023 -1.15904
H -4.38199 4.41494 -1.85493
H -4.74242 1.59795 -1.41553
H -5.05466 2.40377 -2.74456
H -7.02040 1.90884 -1.94313
C -4.86493 -2.86313 1.46574
C -4.01388 -1.75142 2.12945
N -4.87594 -0.87674 2.91850
C -5.59047 0.21180 2.52009
C -6.34763 0.63709 3.60125
N -6.04016 -0.05738 4.72203
C -5.14695 -1.01291 4.27804
C -6.51717 0.09779 6.12179
H -5.45041 -2.58918 0.58808
H -5.51440 -3.39082 2.16417
H -4.19390 -3.62943 1.07767
H -3.44417 -1.17554 1.40012
H -3.30383 -2.22559 2.80700
H -5.55901 0.29378 1.44366
H -7.15331 1.35542 3.63721
H -4.69119 -1.78858 4.87555
H -6.15755 -0.73570 6.72518
H -7.58031 -0.04051 5.92506
H -6.39550 1.06992 6.59956
C -1.13370 -1.16331 -9.69774
C -0.69735 -2.39431 -8.87803
C -1.40378 -2.38748 -7.47770
C -0.59774 -3.44172 -6.62199
P -1.37913 -3.71982 -4.92458
C 0.08755 -4.10210 -3.84075
C 0.87266 -5.38163 -4.36319
C 1.82779 -5.92171 -3.22520
C 2.63447 -7.12904 -3.75007
C -2.54066 -5.12977 -4.89372
C -3.97423 -4.89046 -5.32184
C -4.12041 -5.17233 -6.80757
C -5.64121 -5.19865 -7.04441
C -2.16987 -2.23289 -4.33020
C -2.66038 -2.27541 -2.87657
C -3.22138 -1.05692 -2.22998
C -2.18914 -0.04946 -1.61204
H -0.30557 -0.87813 -10.34657
H -1.19343 -0.26404 -9.08468
H -2.01267 -1.36611 -10.30961
H 0.37836 -2.29316 -8.73406
H -0.90393 -3.29540 -9.45548
H -2.48272 -2.54187 -7.48969
H -1.05102 -1.49900 -6.95399
H 0.41400 -3.06120 -6.48167
H -0.56204 -4.40726 -7.12654
H -0.30021 -4.21528 -2.82837
H 0.86211 -3.34605 -3.71210
H 1.39886 -5.16996 -5.29400
H 0.13441 -6.15126 -4.58847
H 1.22847 -6.04911 -2.32372
H 2.48181 -5.07385 -3.02149
H 2.12369 -8.04041 -4.06088
H 3.42832 -7.44536 -3.07342
H 3.14934 -6.78816 -4.64830
H -2.62979 -5.47532 -3.86378
H -2.23201 -6.05625 -5.37794
H -4.24715 -3.87032 -5.05175
H -4.80089 -5.37207 -4.79955
H -3.70571 -6.17078 -6.94617
H -3.55203 -4.41645 -7.34951
H -6.02713 -4.18393 -7.14191
H -6.31863 -5.63260 -6.30896
H -5.86778 -5.73568 -7.96547
H -2.95380 -2.02573 -5.05864
H -1.43978 -1.44982 -4.53493
H -1.81884 -2.37522 -2.19103
H -3.32433 -3.13929 -2.84539
H -3.94043 -1.38781 -1.48060
H -3.81640 -0.51750 -2.96692
H -1.70752 -0.44820 -0.71921
H -2.68696 0.83962 -1.22497
H -1.46874 0.35929 -2.32058
P -6.64258 5.69470 4.34658
F -5.24329 6.12620 3.66060
F -7.14209 4.75793 3.09710
F -5.72974 4.54616 5.03368
F -8.04741 5.37255 5.12538
F -6.31408 6.55271 5.73540
F -7.24204 6.93327 3.58225
P -1.22600 5.46584 -3.56544
F -0.04269 4.81724 -4.51671
F -0.74428 6.94831 -3.95099
F -2.33660 5.57895 -4.79874
F -2.35576 6.14449 -2.56736
F -1.80772 3.95930 -3.15953
F -0.17286 5.43072 -2.36383
P -0.88508 1.51608 2.44267
F 0.25270 2.21449 3.36493
F -2.18625 2.36859 3.02126
F -0.67351 2.69918 1.30868
F -1.91640 0.86233 1.44622
F 0.12366 0.43856 1.70801
F -1.32899 0.40955 3.59992
P -8.70354 -0.52004 -0.49029
F -7.85592 0.30003 -1.56850
F -9.80658 0.62696 -0.83484
F -9.48177 -1.51589 -1.55365
F -9.70825 -1.02531 0.68639
F -7.54246 -1.60213 -0.32074
F -7.95085 0.41207 0.58910
P -5.08488 9.66898 -0.04966
F -6.64667 10.06038 0.15721
F -5.42376 9.11320 -1.50457
F -4.95324 11.06589 -0.76420
F -3.53614 9.34336 -0.40764
F -4.41430 10.28742 1.33723
F -5.32855 8.24936 0.59315
*
```


[2]
DFT (wB97M-V/def2-TZVPD) results for 3 unconnected molecules or ions with the total composition C27H63BClN7O8P in a non-equilibrium geometry.

molecular weight	691.08	Da
HOMO energy	-9.72	eV

Structure (ORCA input):
```
! wB97M-V def2-TZVPD RIJCOSX def2/J DEFGRID3
* xyz 1 1
C -1.89898 -1.98007 6.07544
C -1.59350 -0.57971 5.92186
N -2.18759 0.28429 4.81196
C -1.32953 1.51071 4.74954
C -1.97012 2.69965 3.81139
C -1.03684 3.95067 4.08383
N -1.14228 5.10549 3.13630
C -1.71493 2.17950 2.31465
C -0.32290 2.53250 1.61662
O -0.33067 3.44491 0.74482
Cl 1.27561 1.71111 1.93986
C -3.56868 2.88642 4.19287
P -3.73550 3.98041 5.73801
N -3.48728 5.53047 5.32991
O -2.60764 3.45869 6.94749
O -5.21146 4.06354 6.52207
C -4.41411 1.53946 4.17056
C -4.60385 0.71708 2.81668
C -5.48982 1.27774 1.62691
C -5.39044 2.77610 1.14017
N -6.44967 3.72099 1.69251
B -5.92317 1.55531 4.80285
O -6.15666 0.96454 6.14180
N -7.15846 2.12814 4.18680
C -8.13850 0.95500 4.18234
C -7.82864 3.16180 5.02927
C -3.61313 0.52288 5.18724
H -1.06483 -2.75024 5.90931
H -2.91530 -2.39817 6.41066
H -0.90589 -0.10456 6.70349
H -2.16829 -0.31781 3.97524
H -0.94808 1.89343 5.75125
H -0.37962 1.19344 4.16196
H -1.08084 4.41342 5.14234
H 0.07604 3.60535 4.03921
H -1.10406 5.97646 3.70464
H -2.06038 5.07286 2.67116
H -1.66833 1.01843 2.37133
H -2.53113 2.40711 1.55427
H -3.96298 3.56208 3.33633
H -3.34624 5.60595 4.31523
H -3.07833 2.85255 7.57485
H -5.62351 4.96466 6.48064
H -3.64865 0.25757 2.35645
H -5.17349 -0.24249 3.16860
H -5.27867 0.60486 0.70386
H -6.60105 1.05465 1.87093
H -5.60180 2.77380 -0.00281
H -4.40126 3.32749 1.25486
H -6.02955 4.65519 1.80542
H -7.17884 3.82012 0.96226
H -6.27106 -0.00229 5.99339
H -8.85695 1.18165 3.30102
H -8.72248 0.87027 5.16902
H -7.55471 0.01048 3.90405
H -7.69982 3.04196 6.15761
H -7.49805 4.21534 4.67564
H -8.96205 3.11997 4.79406
H -3.59641 1.08796 6.19820
H -4.17595 -0.46367 5.32995
C 5.09789 -3.63151 -3.13698
O 5.43892 -2.53203 -2.30702
C 4.84431 -1.29879 -2.71127
C 3.74742 -0.87276 -1.73257
N 2.57451 -1.74214 -1.83362
C 1.61555 -1.58312 -0.73768
C 2.10688 -1.86288 0.69426
O 2.40188 -3.22848 0.95528
C 3.68439 -3.65459 0.51968
H 5.75566 -4.46550 -2.88607
H 4.06735 -3.95110 -2.95993
H 5.23595 -3.39027 -4.19357
H 4.47350 -1.33905 -3.74249
H 5.63953 -0.54734 -2.67991
H 3.45144 0.15845 -1.94997
H 4.18022 -0.89944 -0.72763
H 2.87649 -2.70889 -1.85157
H 0.78859 -2.27063 -0.94709
H 1.19890 -0.56982 -0.78072
H 1.28031 -1.60895 1.36744
H 2.94206 -1.21858 0.99189
H 4.43628 -2.86569 0.60617
H 3.62881 -4.02169 -0.50663
H 3.99696 -4.49411 1.14466
C 7.80601 -4.33977 -10.72553
O 8.14788 -3.24328 -9.89458
C 7.54812 -2.00923 -10.29198
C 6.45497 -1.58854 -9.30662
N 5.28330 -2.45961 -9.40443
C 4.32878 -2.30544 -8.30276
C 4.82752 -2.58821 -6.87424
O 5.12694 -3.95518 -6.61806
C 6.40802 -4.37552 -7.06133
H 8.46737 -5.17245 -10.47993
H 6.77734 -4.66297 -10.54570
H 7.93924 -4.09427 -11.78242
H 7.17249 -2.04696 -11.32140
H 8.34185 -1.25629 -10.26200
H 6.15606 -0.55735 -9.51952
H 6.89262 -1.61739 -8.30386
H 5.58693 -3.42562 -9.42659
H 3.50220 -2.99364 -8.51000
H 3.91019 -1.29328 -8.34081
H 4.00396 -2.33783 -6.19671
H 5.66307 -1.94316 -6.57886
H 7.15792 -3.58444 -6.97626
H 6.34825 -4.73977 -8.08853
H 6.72649 -5.21627 -6.44064
*
```


[3]
DFT (wB97M-V/def2-TZVPD) results for a molecular structure, C27H63BeN9O9 in a non-equilibrium geometry.

molecular weight	666.87	Da
ΔE to the lowest compared entry with this formula, charge and spin	302.5	kcal/mol
HOMO energy	-12.44	eV

Structure (ORCA input):
```
! wB97M-V def2-TZVPD RIJCOSX def2/J DEFGRID3
* xyz 2 1
Be -15.36155 -4.08886 -31.34688
C -10.51463 -2.45698 -33.70590
O -11.61828 -3.07485 -33.66712
N -9.55200 -2.92048 -34.61319
C -8.37843 -2.07899 -34.65581
C -9.54422 -4.37321 -35.11203
H -10.15841 -1.64354 -33.05504
H -8.56356 -1.08521 -34.24808
H -7.87606 -2.06003 -35.62295
H -7.69803 -2.54015 -33.93991
H -8.98377 -4.86825 -34.31896
H -10.51016 -4.87519 -35.05670
H -9.06725 -4.41859 -36.09108
C -20.89835 -5.89442 -31.29860
O -19.92167 -5.20103 -31.03554
N -21.88350 -6.30015 -30.37436
C -22.94171 -7.24974 -30.76939
C -21.79166 -5.86133 -29.04156
H -21.12651 -6.32083 -32.28770
H -23.07832 -8.10959 -30.11358
H -22.85626 -7.60040 -31.79790
H -23.83003 -6.61818 -30.78080
H -22.54987 -5.08679 -28.92624
H -22.03340 -6.63379 -28.31152
H -20.82575 -5.49839 -28.69029
C -15.20124 -8.65910 -34.99223
O -15.17788 -7.72347 -34.16693
N -16.22268 -9.46175 -35.14037
C -16.16243 -10.55625 -36.10315
C -17.55826 -9.46234 -34.51690
H -14.40952 -8.71962 -35.75492
H -16.94495 -10.56665 -36.86188
H -16.29715 -11.47024 -35.52473
H -15.24842 -10.57316 -36.69679
H -17.52876 -8.69335 -33.74496
H -18.33944 -9.20729 -35.23301
H -17.73406 -10.39094 -33.97384
C -11.00440 -7.19880 -29.45250
O -11.69088 -6.35889 -29.84914
N -9.80576 -6.99680 -28.94687
C -9.18172 -8.00607 -28.05687
C -9.00633 -5.77292 -29.17116
H -11.40551 -8.21801 -29.34054
H -9.86720 -8.79751 -27.75382
H -8.93922 -7.56415 -27.09044
H -8.27474 -8.51149 -28.38857
H -8.23467 -6.01147 -29.90310
H -9.49660 -4.85897 -29.50650
H -8.61776 -5.67951 -28.15708
C -15.90448 1.55823 -32.72836
O -15.80271 0.44960 -32.21644
N -16.97400 2.07767 -33.37625
C -18.23645 1.32335 -33.54056
C -16.98702 3.39220 -33.93841
H -15.08708 2.28157 -32.58399
H -18.47047 1.02566 -34.56267
H -19.10565 1.76126 -33.04983
H -18.20103 0.38566 -32.98594
H -17.14026 3.26971 -35.01061
H -17.83725 3.91995 -33.50635
H -16.10207 3.98795 -33.71471
C -11.95725 -1.83742 -27.32237
O -12.53843 -1.88516 -28.43730
N -10.99536 -0.89870 -27.04294
C -10.61751 -0.83212 -25.67117
C -10.39241 0.02185 -28.00065
H -12.35358 -2.40130 -26.46377
H -9.54677 -0.63264 -25.62858
H -10.85062 -1.70079 -25.05541
H -11.11716 0.05579 -25.28377
H -10.62552 -0.19585 -29.04293
H -10.79027 1.00714 -27.75773
H -9.30731 0.04934 -27.90107
C -16.80660 -3.41069 -37.03974
O -16.91445 -3.41460 -35.79412
N -17.39379 -4.22341 -37.94025
C -17.40861 -3.96730 -39.34073
C -18.34045 -5.31085 -37.65991
H -16.11849 -2.72399 -37.55661
H -18.31520 -3.41728 -39.59306
H -17.59381 -4.84568 -39.95898
H -16.50176 -3.38788 -39.51398
H -18.33296 -5.36659 -36.57136
H -19.38524 -5.09713 -37.88544
H -18.07738 -6.20817 -38.22000
C -17.91109 -1.36098 -27.24929
O -17.14795 -2.07882 -27.86716
N -17.69881 -0.69401 -26.07224
C -18.77254 0.11682 -25.56467
C -16.45735 -0.75133 -25.33055
H -18.90963 -1.08667 -27.62329
H -18.41306 1.13055 -25.38794
H -19.07818 -0.20474 -24.56903
H -19.70394 0.08516 -26.13000
H -15.86659 0.14889 -25.49993
H -16.65617 -0.89198 -24.26810
H -16.10926 -1.69544 -25.74959
C -16.08681 -8.24392 -27.70638
O -16.38051 -7.53088 -28.68252
N -16.45898 -9.51938 -27.67343
C -16.29307 -10.15609 -26.27595
C -17.15625 -10.33633 -28.60010
H -15.53340 -7.77736 -26.87676
H -15.88803 -9.44083 -25.56009
H -15.69021 -11.05342 -26.41544
H -17.08958 -10.57823 -25.66318
H -16.75742 -11.34190 -28.73379
H -18.21708 -10.42046 -28.36421
H -17.25545 -9.78487 -29.53506
*
```


[4]
DFT (wB97M-V/def2-TZVPD) results for 8 unconnected molecules or ions with the total composition C27H64F6N3O15P2S3 in a non-equilibrium geometry.

molecular weight	942.95	Da
HOMO energy	-10.49	eV

Structure (ORCA input):
```
! wB97M-V def2-TZVPD RIJCOSX def2/J DEFGRID3
* xyz 1 1
C 0.97095 -4.94498 -0.09845
C 0.44422 -3.70103 -0.84964
C -0.42663 -2.79672 0.07854
O 0.07534 -1.45972 0.14088
C -0.47781 -0.42044 -0.60445
S 0.83264 -0.18381 -1.92796
C 0.58588 1.31402 -2.88745
O 2.12099 -0.30142 -1.32160
O 0.77484 -1.25454 -2.89805
C -1.92314 -0.53187 -1.14337
C -2.10562 -1.48083 -2.28633
C -3.34266 -2.45003 -2.13188
C -2.98230 -3.84563 -2.67225
F -3.17125 -3.92722 -4.02239
N -2.79359 0.23672 -0.56650
S -4.43675 0.40359 -1.10482
O -4.48703 0.22238 -2.50703
O -4.97577 1.67467 -0.84690
C -5.65196 -0.79972 -0.35592
F -6.10202 -1.55362 -1.34087
F -5.15581 -1.64034 0.53828
C -6.96548 -0.10782 0.17519
F -7.63182 0.43393 -0.78670
F -6.77416 0.71593 1.15117
F -7.70737 -1.11255 0.63746
C -2.12010 0.93175 0.57258
C -2.68459 0.17470 1.83410
N -4.13097 0.44305 2.04034
P -2.86294 2.70803 0.97677
O -2.56812 3.70925 -0.29195
O -2.21701 3.26642 2.38137
C -0.58115 0.78465 0.49857
C 0.05472 2.16389 0.25722
C 1.56903 2.40026 0.05372
N 2.46194 2.14315 1.19516
C 3.63139 1.30027 0.85224
C 4.77973 1.40885 1.89015
C 2.95138 3.37638 1.76597
C 2.64497 3.71729 3.21301
O 3.62397 4.13517 1.16207
P 0.23344 0.05398 2.07835
S 0.24343 1.32606 3.57843
H 0.17707 -5.63301 0.19196
H 1.68354 -5.42226 -0.77535
H 1.56257 -4.58290 0.74729
H 1.33080 -3.09825 -1.05968
H -0.04819 -3.94845 -1.78998
H -0.29458 -3.23192 1.07479
H -1.48899 -2.93529 -0.16128
H 1.51389 1.89579 -2.85594
H 0.42841 1.04247 -3.93108
H -0.23366 1.95174 -2.55095
H -1.27688 -2.18375 -2.31245
H -2.16269 -0.93726 -3.23388
H -3.62937 -2.60556 -1.08990
H -4.13566 -2.09129 -2.78169
H -3.68821 -4.54120 -2.19981
H -1.98510 -4.17546 -2.36554
H -2.22603 0.57084 2.74488
H -2.47848 -0.89917 1.79753
H -4.24903 1.08893 2.81181
H -4.47702 -0.42782 2.44346
H -2.39236 4.62856 -0.03058
H -2.71200 2.91738 3.13577
H -0.17487 2.79385 1.12900
H -0.44614 2.62962 -0.59908
H 1.63153 3.48266 -0.09745
H 2.03422 1.99817 -0.84193
H 4.05254 1.61903 -0.11139
H 3.37326 0.24068 0.83916
H 5.37295 0.49361 1.81620
H 5.42062 2.26926 1.70731
H 4.39302 1.42041 2.91321
H 1.58082 3.88574 3.38683
H 3.07081 2.95339 3.88649
H 3.16924 4.64260 3.45911
H -0.52006 -1.03222 2.56886
H 1.57924 -0.26268 1.83139
C -3.81760 -1.26101 5.16928
O -2.97447 -0.18477 4.75252
H -4.77531 -1.16512 4.66051
H -3.36536 -2.22047 4.90573
H -3.98156 -1.21742 6.24670
H -2.13251 -0.28454 5.21328
C -8.91077 -4.72833 1.03832
O -9.65900 -3.56518 0.70513
H -9.60572 -5.50304 1.35106
H -8.34883 -5.08139 0.16876
H -8.21999 -4.51420 1.85952
H -9.03223 -2.89020 0.43069
C 2.43384 3.06133 6.97664
O 3.38542 2.51207 6.06952
H 1.81300 3.76912 6.43203
H 1.80139 2.27033 7.38715
H 2.94312 3.58235 7.79037
H 3.92793 1.88920 6.56408
C 3.52381 4.50605 -1.86580
O 2.37785 4.04751 -2.61413
H 3.32047 4.39757 -0.79296
H 4.39544 3.90770 -2.13050
H 3.71210 5.55746 -2.09175
H 2.59066 4.16019 -3.54737
C 3.73907 -7.50375 -2.67634
O 2.33703 -7.68370 -2.48804
H 4.16217 -7.12743 -1.74804
H 4.21320 -8.45540 -2.92580
H 3.92538 -6.78092 -3.47448
H 1.97764 -8.01687 -3.31654
C 7.34360 4.25672 -2.53264
O 6.21453 3.80251 -3.27429
H 7.12543 4.14358 -1.47258
H 8.22502 3.66207 -2.78351
H 7.54025 5.30959 -2.74802
H 6.42512 3.90887 -4.20988
C 6.39372 1.07891 -6.02007
O 6.47503 2.47979 -6.27417
H 7.05155 0.84473 -5.18739
H 5.37000 0.79969 -5.75822
H 6.71314 0.51648 -6.90014
H 5.88840 2.67162 -7.01281
*
```


Q: Which value of HOMO energy does entry 1 give?
A: -5.44 eV